No. 1
DFT (ωB97M-V/def2-TZVPD) results for a molecular structure, CF3Mg2NO3S3 in a non-equilibrium geometry.

Structure (XYZ):
```
13
CF3Mg2NO3S3 (ωB97M-V/def2-TZVPD)
Mg -0.080 -1.189 1.519
N 0.155 -0.038 -1.539
S 1.031 -1.529 -1.375
O 0.016 -2.196 -0.239
S 0.583 1.067 -0.441
O 1.019 0.423 0.858
O -0.560 2.165 -0.226
C 2.159 1.889 -1.017
F 3.131 1.011 -1.174
F 1.915 2.497 -2.164
F 2.511 2.783 -0.109
Mg -1.664 -1.192 -0.893
S -2.440 -0.249 1.288
```

Relative energy (zero: lowest compared OMol25 entry of this formula, charge and spin) ... 59.9 kJ/mol
Calculated total energy ... -2212.983926 a.u.
HOMO energy ... -7.7 eV
Frontier orbital gap ... 6.23 eV

=====

No. 2
DFT (ωB97M-V/def2-TZVPD) results for CF3N3O4 in the gas phase in a non-equilibrium geometry.

Structure (XYZ):
```
11
CF3N3O4 (ωB97M-V/def2-TZVPD)
C -0.158 -0.175 0.292
N 0.482 1.267 0.221
N 0.943 -1.035 -0.479
N -1.416 -0.252 -0.393
O 0.287 1.982 1.130
O 1.094 1.447 -0.775
O 0.581 -1.567 -1.471
O 2.012 -0.949 0.020
F -0.156 -0.631 1.592
F -2.192 0.917 -0.010
F -2.096 -1.271 0.119
```

Relative energy (zero: lowest compared OMol25 entry of this formula, charge and spin) ... 0.0 kJ/mol
Calculated total energy ... -802.555604 a.u.
HOMO energy ... -12.4 eV
Frontier orbital gap ... 11.49 eV

=====

No. 3
DFT (ωB97M-V/def2-TZVPD) results for CF3NOS in the gas phase in a non-equilibrium geometry.

Structure (XYZ):
```
7
CF3NOS (ωB97M-V/def2-TZVPD)
C -0.449 -0.605 -0.604
N 0.747 -0.064 0.410
O 1.380 1.710 1.887
F -1.698 -0.188 -0.389
F 0.076 -0.247 -1.772
F -0.370 -1.921 -0.526
S 0.314 1.315 0.994
```

Relative energy (zero: lowest compared OMol25 entry of this formula, charge and spin) ... 50.8 kJ/mol
Calculated total energy ... -865.722790 a.u.
Expectation value of S² ... 2.02
2S+1 ... 3
HOMO energy (spin up / spin down) ... -8.3 / -11.0 eV
Frontier orbital gap (spin up / spin down) ... 9.11 / 6.69 eV

=====

No. 4
DFT (ωB97M-V/def2-TZVPD) results for a molecular structure, CF3O3STl in a non-equilibrium geometry.

Structure (XYZ):
```
9
CF3O3STl (ωB97M-V/def2-TZVPD)
Tl -0.469 -4.195 0.578
C 0.845 0.975 -0.626
F 0.638 0.647 -1.828
F 1.833 0.401 -0.091
F 0.736 2.213 -0.439
S -0.727 0.083 0.508
O -0.388 0.407 1.869
O -1.841 0.785 -0.093
O -0.627 -1.315 0.123
```

Relative energy (zero: lowest compared OMol25 entry of this formula, charge and spin) ... 0.0 kJ/mol
Calculated total energy ... -1133.186804 a.u.
Net charge ... +2
HOMO energy ... -21.2 eV
Frontier orbital gap ... 6.03 eV

=====

No. 5
DFT (ωB97M-V/def2-TZVPD) results for CF4O in the gas phase in a non-equilibrium geometry.

Structure (XYZ):
```
6
CF4O (ωB97M-V/def2-TZVPD)
C 0.409 -0.089 -0.073
O -1.055 0.232 -0.558
F 0.865 -0.733 -1.080
F 1.119 0.948 0.117
F 0.416 -0.795 0.979
F -1.755 0.437 0.615
```

Relative energy (zero: lowest compared OMol25 entry of this formula, charge and spin) ... 0.0 kJ/mol
Calculated total energy ... -512.676121 a.u.
HOMO energy ... -12.1 eV
Frontier orbital gap ... 13.07 eV

=====

No. 6
DFT (ωB97M-V/def2-TZVPD) results for a molecular structure, CF4O3PSc in a non-equilibrium geometry.

Structure (XYZ):
```
10
CF4O3PSc (ωB97M-V/def2-TZVPD)
C -1.226 -2.223 0.539
O -0.655 0.478 -0.654
O -0.178 -2.099 1.056
O -2.302 -2.549 0.249
Sc -1.712 2.186 0.058
P 0.838 0.699 -0.362
F 1.765 1.670 -1.205
F 0.409 2.136 0.567
F 1.618 0.263 0.942
F 1.443 -0.560 -1.191
```

Calculated total energy ... -1765.293338 a.u.
Expectation value of S² ... 0.75
2S+1 ... 2
Net charge ... +1
HOMO energy (spin up / spin down) ... -14.2 / -15.7 eV
Frontier orbital gap (spin up / spin down) ... 7.60 / 9.01 eV

=====

No. 7
DFT (ωB97M-V/def2-TZVPD) results for a molecular structure, CF5Li4O3V3 in a non-equilibrium geometry.

Structure (XYZ):
```
16
CF5Li4O3V3 (ωB97M-V/def2-TZVPD)
Li 2.158 -0.884 2.295
Li -0.469 0.320 3.422
Li 2.389 1.734 -1.372
Li 0.926 2.336 0.988
V -1.991 -1.322 1.087
V -1.067 -2.748 -1.989
V -0.864 0.897 -1.907
C 0.556 -0.393 0.130
O -0.230 -1.010 -0.660
O 0.177 -0.420 1.366
O 0.690 0.848 -0.354
F -2.296 0.135 2.629
F 0.347 2.176 -2.696
F -2.224 0.869 -0.266
F 2.584 -1.812 0.730
F -0.684 -0.727 -3.404
```

Relative energy (zero: lowest compared OMol25 entry of this formula, charge and spin) ... 0.0 kJ/mol
Calculated total energy ... -3624.393009 a.u.
Expectation value of S² ... 24.77
2S+1 ... 10
Net charge ... +3
HOMO energy (spin up / spin down) ... -17.7 / -20.1 eV
Frontier orbital gap (spin up / spin down) ... 5.60 / 8.34 eV

=====

No. 8
DFT (ωB97M-V/def2-TZVPD) results for a molecular structure, CF5LiO3PSr in a non-equilibrium geometry.

Structure (XYZ):
```
12
CF5LiO3PSr (ωB97M-V/def2-TZVPD)
P 1.181 0.896 -0.033
F 2.096 0.806 1.250
F -1.277 1.667 -1.298
F 2.415 0.736 -1.030
F 1.170 2.454 -0.305
F -0.129 1.161 1.032
O 0.766 -0.643 -0.320
O -0.125 -2.661 -0.187
C -0.307 -1.461 -0.056
O -1.422 -0.955 0.276
Li -2.018 -3.050 0.260
Sr -2.350 1.051 0.413
```

Calculated total energy ... -1142.841532 a.u.
Net charge ... +1
HOMO energy ... -15.4 eV
Frontier orbital gap ... 10.69 eV

=====

No. 9
DFT (ωB97M-V/def2-TZVPD) results for CFN3O4S in the gas phase in a non-equilibrium geometry.

Structure (XYZ):
```
10
CFN3O4S (ωB97M-V/def2-TZVPD)
C 2.333 -0.544 0.197
N 3.454 -0.698 0.044
N 0.995 -0.476 0.180
N 0.320 0.125 1.034
O 0.602 0.807 1.940
O -1.038 -0.124 0.782
O -0.551 1.026 -1.279
O -1.844 -1.124 -1.440
F -2.818 0.930 -0.618
S -1.453 0.079 -0.842
```

Relative energy (zero: lowest compared OMol25 entry of this formula, charge and spin) ... 0.0 kJ/mol
Calculated total energy ... -1001.187147 a.u.
HOMO energy ... -11.6 eV
Frontier orbital gap ... 10.07 eV

=====

No. 10
DFT (ωB97M-V/def2-TZVPD) results for a gas-phase ion, CFN4 (charge -1) in a non-equilibrium geometry.

Structure (XYZ):
```
6
CFN4 (ωB97M-V/def2-TZVPD)
C 0.690 0.013 -0.028
N -0.061 1.108 -0.028
N -0.064 -1.104 -0.014
N -1.271 0.619 0.033
N -1.315 -0.636 0.012
F 2.021 0.000 0.026
```

Relative energy (zero: lowest compared OMol25 entry of this formula, charge and spin) ... 17.9 kJ/mol
Calculated total energy ... -357.020599 a.u.
Net charge ... -1
HOMO energy ... -4.7 eV
Frontier orbital gap ... 9.39 eV